[1]
107
Properties=species:S:1:pos:R:3:forces:R:3:mulliken_charge:R:1 method="wB97M-V/def2-TZVPD" molar_mass_g_mol=946.01 charge=+2 homo_ha="-0.449 / -0.448" s_squared=2.028 largest_force_ev_per_a=0.66 spin_multiplicity=3 de_lowest_kcal_mol=48.3 homo_lumo_gap_ev="5.44 / 4.95"
Mo 0.1126 0.2327 0.2508 -0.574 -0.099 -0.005 -2.070
C 3.7832 1.3858 0.5206 0.069 -0.021 -0.017 -2.038
P 2.4870 0.2697 1.0900 0.062 -0.147 0.174 2.499
C 3.3065 -1.3588 1.0490 0.004 0.147 0.015 -0.381
N 4.5453 -1.4375 1.4664 -0.011 -0.202 0.010 -0.323
C 5.0559 -2.6842 1.6140 0.094 0.169 0.029 0.134
C 6.3901 -2.8440 2.0608 -0.056 -0.034 -0.021 -0.499
C 6.8810 -4.0988 2.2582 -0.033 -0.028 -0.005 -0.586
C 6.0737 -5.2447 2.0233 0.036 0.028 0.012 -0.573
C 4.7910 -5.1218 1.5833 -0.010 0.090 0.006 -0.642
C 4.2551 -3.8301 1.3596 -0.062 -0.180 -0.030 0.240
N 3.0026 -3.7087 0.8553 0.152 0.003 0.014 -0.017
C 2.5549 -2.4938 0.6838 -0.164 0.136 -0.031 -0.466
P 1.0720 -2.1490 -0.3361 0.059 -0.055 -0.211 2.178
C 1.9345 -1.9711 -1.9367 0.083 0.055 -0.004 -1.905
C 0.0950 -3.7264 -0.5517 -0.056 0.011 -0.063 2.230
C -0.2807 -4.3298 0.8047 0.069 -0.044 0.025 -1.712
C -1.1369 -3.4116 -1.4136 0.021 0.000 0.066 -1.897
C 0.9327 -4.7646 -1.3215 -0.063 0.023 -0.052 -1.747
C 2.1768 0.5484 2.9160 -0.064 -0.026 0.037 1.895
C 2.5866 1.9693 3.3222 0.053 0.033 -0.038 -1.886
C 2.9304 -0.4310 3.8228 -0.003 0.012 0.007 -1.944
C 0.6721 0.2868 3.1004 -0.099 0.122 -0.130 -1.046
H 4.6780 1.1724 1.1071 -0.013 -0.001 -0.018 0.560
H 3.4838 2.4229 0.6407 0.002 0.005 0.011 0.410
H 3.9952 1.1844 -0.5298 -0.008 0.008 0.005 0.400
H 6.9813 -1.9574 2.2410 0.022 0.012 0.004 0.487
H 7.8977 -4.2334 2.6004 0.010 -0.005 0.007 0.429
H 6.4931 -6.2267 2.1933 0.012 -0.010 0.002 0.429
H 4.1645 -5.9798 1.3855 -0.010 -0.027 0.002 0.491
H 2.5755 -2.8381 -2.0861 0.005 -0.001 -0.001 0.655
H 2.5475 -1.0706 -1.9373 -0.001 -0.035 0.011 0.476
H 1.2214 -1.9115 -2.7571 -0.027 -0.018 0.004 0.276
H -0.8002 -3.6364 1.4579 -0.030 0.039 0.017 0.171
H 0.6038 -4.7106 1.3157 -0.006 0.027 -0.003 0.296
H -0.9457 -5.1750 0.6198 -0.017 -0.021 0.012 0.598
H -0.8517 -3.0601 -2.4069 0.004 0.027 -0.015 0.344
H -1.8100 -2.6857 -0.9642 0.018 -0.028 -0.014 0.238
H -1.6901 -4.3408 -1.5553 -0.031 -0.016 -0.013 0.609
H 1.8882 -4.9788 -0.8528 0.009 0.012 0.040 0.275
H 1.0873 -4.4818 -2.3614 0.011 0.011 -0.018 0.356
H 0.3473 -5.6851 -1.3286 0.007 -0.041 -0.013 0.600
H 2.2371 2.7463 2.6473 -0.030 -0.043 0.016 0.357
H 3.6722 2.0420 3.3840 0.015 0.011 -0.015 0.368
H 2.1899 2.1748 4.3174 0.001 0.008 0.030 0.612
H 4.0084 -0.3486 3.6995 0.008 0.025 0.007 0.395
H 2.6411 -1.4691 3.6525 0.003 0.001 -0.025 0.426
H 2.6893 -0.1837 4.8583 -0.011 -0.009 0.031 0.509
H 0.0307 0.5847 2.2297 0.004 0.261 0.410 -0.323
H 0.2283 0.8965 3.8909 0.081 -0.068 0.104 0.507
H 0.4560 -0.7631 3.3006 -0.047 0.029 -0.071 0.539
N -6.0820 3.6535 -1.3819 0.214 0.023 0.037 -0.255
C -5.0965 4.1068 -0.5976 -0.082 0.340 0.058 -0.680
S -5.0192 5.5890 0.1085 -0.074 -0.144 -0.132 -0.257
C -3.9188 3.2115 -0.4236 -0.233 -0.197 -0.210 0.280
C -3.2586 2.6763 -1.5211 0.106 0.043 0.127 -1.255
C -2.1517 1.8763 -1.3136 -0.046 0.098 0.051 -0.616
N -1.7012 1.5716 -0.0928 0.288 -0.328 -0.184 2.846
C -2.3494 2.0891 0.9662 0.162 -0.089 0.065 -0.813
C -3.4350 2.9154 0.8473 0.002 -0.105 0.006 -1.116
H -6.8803 4.2408 -1.5581 -0.011 0.119 0.096 0.238
H -6.1681 2.6788 -1.6172 0.086 -0.171 0.079 0.212
H -3.5770 2.8890 -2.5311 -0.064 -0.008 -0.022 0.585
H -1.6242 1.4679 -2.1628 -0.046 -0.037 0.009 0.390
H -1.9682 1.8250 1.9460 -0.048 -0.019 -0.033 0.211
H -3.9169 3.3116 1.7278 -0.035 0.060 0.012 0.697
O -5.6369 -0.8864 -1.9290 -0.008 -0.089 0.065 -0.684
S -5.3872 -0.5038 -0.5770 -0.164 -0.254 -0.390 1.170
O -5.9910 0.6876 -0.0648 -0.070 0.283 0.052 -0.644
N -3.7419 -0.3658 -0.3666 0.421 0.453 -0.167 -0.219
C -3.3304 -1.1155 0.5719 -0.234 -0.277 0.129 0.669
S -1.6984 -1.2053 1.1747 0.574 0.196 0.251 -0.389
C -4.3401 -2.0412 1.1718 0.049 0.031 0.002 0.418
C -4.1963 -3.0140 2.1451 0.005 0.063 -0.036 -0.552
C -5.3175 -3.7604 2.4903 -0.019 0.002 -0.005 -0.754
C -6.5437 -3.5387 1.8749 -0.025 -0.003 -0.030 -0.611
C -6.6910 -2.5603 0.8939 0.019 -0.041 0.053 -0.666
C -5.5708 -1.8326 0.5657 -0.031 -0.028 0.127 0.036
H -3.2430 -3.1897 2.6253 0.009 -0.002 0.003 0.456
H -5.2357 -4.5271 3.2478 0.002 -0.012 0.014 0.437
H -7.3980 -4.1369 2.1594 -0.012 -0.007 0.008 0.430
H -7.6422 -2.3871 0.4110 -0.020 0.013 -0.003 0.503
C 0.1645 7.4477 0.0215 -0.005 0.001 -0.023 -0.591
C -0.1470 6.5080 -0.9537 0.015 0.076 0.014 -1.146
C -0.0086 5.1588 -0.6863 0.000 -0.042 -0.021 0.081
C 0.4421 4.7315 0.5635 0.022 0.054 0.023 -0.515
C 0.7176 5.6822 1.5470 0.022 -0.014 0.000 -0.299
C 0.5940 7.0331 1.2739 0.010 0.028 -0.014 -0.820
C 0.5388 3.3091 0.9132 0.015 -0.123 0.052 -1.005
C 0.8162 2.2656 0.1284 -0.074 -0.057 -0.159 1.137
C 1.2656 2.2422 -1.2729 0.065 -0.102 0.283 1.063
C 2.1670 3.1316 -1.8689 0.015 0.031 -0.012 -0.057
C 2.5851 2.9288 -3.1685 -0.015 -0.018 -0.014 -0.980
C 2.1468 1.8256 -3.9062 0.031 0.013 0.017 -0.900
C 1.3058 0.8977 -3.3254 0.109 0.145 0.042 -1.037
C 0.8930 1.1180 -2.0121 -0.186 -0.190 -0.087 0.027
H 0.0564 8.5023 -0.1908 -0.009 0.013 -0.002 0.438
H -0.5076 6.8311 -1.9204 -0.018 0.011 -0.014 0.454
H -0.2759 4.4353 -1.4463 -0.015 -0.024 0.015 0.608
H 1.0332 5.3591 2.5324 -0.001 -0.009 0.018 0.414
H 0.8206 7.7611 2.0401 0.000 0.021 0.009 0.454
H 0.2713 3.1021 1.9480 -0.029 -0.009 -0.006 0.940
H 2.5172 3.9884 -1.3096 -0.013 0.018 0.012 0.659
H 3.2601 3.6398 -3.6249 0.012 0.011 -0.019 0.509
H 2.4665 1.6985 -4.9307 0.004 -0.002 -0.019 0.481
H 0.9591 0.0431 -3.8878 -0.029 -0.002 -0.002 0.597
H 0.1164 0.3763 -1.6848 -0.128 0.114 -0.422 0.491



[2]
42
Properties=species:S:1:pos:R:3:forces:R:3:nbo_charge:R:1 method="wB97M-V/def2-TZVPD" molar_mass_g_mol=222.37 homo_ha=-0.313 largest_force_ev_per_a=0.72 spin_multiplicity=1 de_lowest_kcal_mol=41.6 homo_lumo_gap_ev=9.31
C -0.2844 2.0191 -2.9606 0.103 -0.006 -0.101 -0.389
C -1.1646 2.5946 -2.1657 -0.147 -0.210 0.272 -0.198
C -1.8662 1.9092 -1.0216 -0.587 0.410 0.095 0.202
C -3.3812 1.9032 -1.3063 0.360 -0.080 -0.035 -0.615
O -1.4024 0.5745 -0.9362 -0.010 -0.238 -0.188 -0.721
C -1.6095 2.6810 0.2904 0.365 -0.030 -0.253 -0.399
C -0.1212 2.9019 0.6003 -0.225 -0.068 0.148 -0.443
C 0.6301 1.6061 0.6774 0.140 0.113 0.094 -0.189
C 0.6460 0.7642 1.7038 0.171 -0.056 0.218 0.008
C -0.0465 1.0225 3.0132 0.040 0.132 -0.201 -0.647
C 1.3477 -0.5701 1.6626 -0.026 0.154 -0.364 -0.407
C 1.7737 -1.0451 0.2689 -0.056 -0.148 0.244 -0.430
C 2.2379 -2.4672 0.3260 0.051 0.221 -0.055 -0.197
C 1.6315 -3.5418 -0.1631 0.036 -0.235 -0.039 0.028
C 2.2301 -4.9107 -0.0026 0.022 0.167 0.063 -0.630
C 0.3316 -3.5405 -0.9118 0.110 0.184 0.088 -0.649
H 0.1851 2.5517 -3.7703 0.035 0.154 -0.134 0.198
H -0.0073 0.9888 -2.8230 0.047 -0.229 0.065 0.212
H -1.4526 3.6289 -2.3000 0.002 0.155 -0.076 0.200
H -3.9209 1.4656 -0.4677 -0.052 -0.019 0.108 0.203
H -3.5767 1.3086 -2.1955 -0.022 -0.036 -0.065 0.222
H -3.7484 2.9126 -1.4698 -0.089 0.130 -0.001 0.208
H -1.7214 0.1978 -0.1092 0.061 0.032 -0.001 0.472
H -2.0687 2.1250 1.1129 -0.103 0.001 0.020 0.198
H -2.1062 3.6513 0.2237 -0.107 -0.002 0.022 0.211
H 0.3136 3.5191 -0.1875 0.017 0.067 0.078 0.217
H -0.0477 3.4556 1.5400 0.041 0.053 -0.054 0.209
H 1.1489 1.3438 -0.2303 0.070 -0.192 -0.122 0.208
H 0.5971 0.7242 3.8399 0.007 -0.016 0.108 0.215
H -0.3067 2.0695 3.1377 -0.072 0.088 0.083 0.211
H -0.9615 0.4322 3.0825 -0.081 -0.062 0.083 0.209
H 0.6713 -1.3188 2.0885 0.040 -0.040 0.062 0.201
H 2.2255 -0.5318 2.3166 -0.039 -0.084 0.105 0.206
H 0.9351 -0.9300 -0.4159 0.030 0.087 -0.073 0.214
H 2.5960 -0.4210 -0.0899 -0.062 0.066 -0.086 0.208
H 3.1719 -2.6044 0.8590 0.130 -0.147 0.058 0.188
H 1.5371 -5.5673 0.5235 -0.038 -0.120 0.023 0.207
H 3.1628 -4.8726 0.5540 0.078 -0.034 0.041 0.212
H 2.4259 -5.3539 -0.9790 0.011 -0.102 -0.072 0.208
H 0.4723 -3.9828 -1.8980 -0.054 -0.050 -0.091 0.214
H -0.4004 -4.1495 -0.3807 -0.090 -0.070 -0.007 0.212
H -0.0768 -2.5432 -1.0365 -0.104 0.060 -0.061 0.217



[3]
14
Properties=species:S:1:pos:R:3:forces:R:3:nbo_charge:R:1 method="wB97M-V/def2-TZVPD" molar_mass_g_mol=108.16 charge=-2 homo_ha=0.001 largest_force_ev_per_a=3.38 spin_multiplicity=1 de_lowest_kcal_mol=15.8 homo_lumo_gap_ev=5.89
C 0.4713 0.1814 0.0346 -0.565 -1.382 -3.034 -0.057
O 1.5952 -0.3553 -0.6404 0.296 -1.185 0.894 -0.820
C -0.4159 -0.8875 0.6731 -1.661 0.916 2.112 -0.437
C -1.8472 -0.2598 1.0417 1.421 1.041 -0.598 -0.521
S -2.8278 -1.1199 2.2800 -0.109 -0.185 0.314 -0.748
H 0.7689 0.9668 0.7245 -0.305 0.230 0.227 0.145
H -0.1650 0.5157 -0.8227 0.036 0.950 0.842 0.136
H -0.0344 -1.1874 1.6646 0.152 -0.522 -0.605 0.186
H -0.8546 -1.6995 0.0809 1.560 -0.286 -0.213 0.199
H -2.3562 -0.3390 0.0633 -0.151 0.738 0.390 0.158
H -1.6363 0.8238 1.3257 -0.631 -1.038 -0.398 0.156
H 1.9995 0.2110 -1.3612 0.119 0.842 0.124 0.532
H 2.3556 1.8939 -2.7546 0.374 -0.427 0.283 0.392
O 2.9467 1.2557 -2.3095 -0.535 0.308 -0.336 -1.320